24
Properties=species:S:1:pos:R:3:nbo_charge:R:1 method="wB97M-V/def2-TZVPD" multiplicity=1 lumo_energy_ev=-4.136 e_above_lowest_kj_mol=318.6 charge=+1 homo_lumo_gap_ev=8.44 e_homo_ha=-0.4622
C -1.636 -0.846 -1.414 -0.319
C -2.556 0.105 -1.057 -0.042
C -0.560 -0.737 -0.469 0.217
C 2.072 1.438 -1.065 0.771
C 2.770 0.333 -0.967 -0.836
C 1.680 -1.180 0.341 0.303
C 1.564 -0.581 1.642 -0.756
C -2.518 1.943 0.744 -0.404
N -0.808 0.324 0.259 -0.270
N -1.930 0.862 -0.058 -0.109
N 0.630 -1.467 -0.359 -0.475
O 1.352 2.338 -1.110 -0.378
H -1.794 -1.479 -2.302 0.253
H -3.359 0.583 -1.612 0.244
H 2.844 -0.131 -2.045 0.303
H 3.611 0.083 -0.216 0.309
H 2.611 -1.600 0.112 0.228
H 1.105 -1.239 2.469 0.297
H 0.871 0.216 1.559 0.286
H 2.486 -0.176 2.145 0.257
H -2.260 2.923 0.338 0.224
H -3.576 1.824 0.661 0.228
H -2.053 1.844 1.737 0.236
H 0.679 -2.130 -1.132 0.433



74
Properties=species:S:1:pos:R:3:lowdin_charge:R:1 method="wB97M-V/def2-TZVPD" multiplicity=1 lumo_energy_ev=-1.611 homo_lumo_gap_ev=6.78 e_homo_ha=-0.3084
C 0.060 0.342 0.876 -0.112
C -1.379 1.119 1.191 -0.170
C -1.602 2.176 2.440 -0.028
C -3.131 2.799 2.598 -0.072
C -4.389 2.438 1.611 -0.040
C -4.119 1.405 0.368 -0.138
C -5.287 0.906 -0.721 -0.105
C -5.250 -0.762 -0.632 -0.043
C -4.490 -1.629 -1.593 -0.133
N -3.705 -1.030 -2.774 0.052
C -4.627 -0.754 -3.774 -0.559
S -5.459 -0.434 -5.236 0.639
C -4.551 -3.266 -1.286 -0.167
O -4.504 -4.147 -2.295 -0.027
C -4.625 -3.702 0.326 -0.208
P -3.728 -5.302 0.980 0.902
C -2.369 -4.742 2.259 -0.306
O -2.803 -6.026 -0.311 -0.383
C -5.402 -2.838 1.299 -0.083
C -5.594 -3.170 2.895 -0.145
C -5.556 -1.836 3.874 -0.100
C -7.029 -1.524 4.594 -0.264
N -8.367 -1.635 3.839 0.041
O -7.039 -1.115 5.892 -0.074
C -6.078 -1.473 0.612 -0.145
O -7.222 -0.921 1.029 -0.023
C -2.625 0.762 0.166 0.007
H -0.121 -0.782 1.232 0.085
H 0.967 0.782 1.470 0.068
H 0.253 0.257 -0.295 0.088
H -0.732 2.440 3.198 0.094
H -3.308 3.548 3.481 0.075
H -5.490 2.853 1.732 0.093
H -5.060 1.314 -1.794 0.110
H -6.366 1.252 -0.401 0.119
H -2.323 -3.570 2.293 0.050
H -1.303 -5.145 1.989 0.055
H -2.745 -5.150 3.304 0.049
H -1.983 -5.453 -0.475 0.071
H -6.660 -3.671 3.086 0.134
H -4.810 -3.928 3.337 0.091
H -4.801 -1.970 4.785 0.131
H -5.193 -0.889 3.288 0.120
H -8.738 -0.669 3.687 0.089
H -9.038 -2.130 4.467 0.081
H -2.422 0.029 -0.724 0.081
O 3.475 0.861 2.967 0.068
C 4.168 1.429 2.127 -0.509
O 4.083 1.080 0.822 -0.015
C 4.696 1.806 -0.259 -0.228
C 6.133 1.364 -0.459 -0.068
C 5.187 2.448 2.537 0.003
H 4.604 2.886 -0.111 0.113
H 4.120 1.568 -1.159 0.123
H 6.745 1.573 0.422 0.073
H 6.577 1.876 -1.318 0.062
H 6.180 0.284 -0.629 0.090
H 6.109 1.940 2.829 0.099
H 4.794 3.004 3.396 0.095
H 5.402 3.191 1.769 0.071
O 8.650 0.998 -2.350 0.077
C 8.736 1.481 -3.476 -0.496
O 8.133 2.658 -3.764 -0.012
C 8.332 3.401 -4.980 -0.229
C 7.403 2.907 -6.073 -0.068
C 9.426 0.734 -4.579 0.006
H 9.382 3.388 -5.283 0.115
H 8.089 4.443 -4.749 0.124
H 7.601 1.863 -6.328 0.068
H 7.515 3.512 -6.977 0.083
H 6.360 2.959 -5.740 0.086
H 8.726 0.026 -5.027 0.100
H 10.270 0.184 -4.147 0.097
H 9.848 1.378 -5.350 0.071



14
Properties=species:S:1:pos:R:3:nbo_charge:R:1 method="wB97M-V/def2-TZVPD" multiplicity=1 lumo_energy_ev="-0.515 / -0.499" e_above_lowest_kj_mol=739.5 homo_lumo_gap_ev="6.30 / 6.28" e_homo_ha="-0.2504 / -0.2491"
C 0.770 0.145 -0.625 0.331
C -0.343 -0.451 -0.077 0.002
C -0.962 -0.035 1.210 -0.669
O 1.364 1.171 -0.007 -0.642
O 1.271 -1.707 0.355 -0.965
N -1.232 1.225 -1.463 0.099
O -1.550 0.811 -2.499 -0.244
H 2.172 1.422 -0.470 0.500
H 1.572 -1.421 1.230 0.434
H 1.151 -0.169 -1.587 0.205
H -0.816 -1.215 -0.675 0.236
H -1.329 -0.910 1.746 0.243
H -0.255 0.503 1.840 0.232
H -1.814 0.629 1.022 0.239



7
Properties=species:S:1:pos:R:3:nbo_charge:R:1 method="wB97M-V/def2-TZVPD" multiplicity=1 lumo_energy_ev=-0.310 e_above_lowest_kj_mol=121.2 homo_lumo_gap_ev=10.18 e_homo_ha=-0.3854
C 0.024 -1.580 -0.212 0.168
N -0.374 -0.813 -1.029 -0.360
N -0.179 1.417 0.016 0.148
F 1.047 1.680 -0.691 -0.261
F 0.132 0.773 1.167 -0.243
Cl -0.009 -2.173 1.242 0.210
H -0.641 0.697 -0.494 0.338



E values, unit eV, following the record order: -14998.6776, -68031.7730, -10850.7035, -21985.1024.